A cluster of 2 separate species, C9H14O in total in a non-equilibrium geometry. Source: the Open Molecules 2025 dataset; level of theory: the ωB97M-V functional and the def2-TZVPD basis.

Gap between HOMO and LUMO ... 9.167 eV
Total charge ... 0
SMILES ... Cc1ccc(O)cc1.CC
Multiplicity ... 1
Energy relative to the best compared isomer or geometry (same formula, charge and spin) ... 15.6 kcal/mol

Each line ends with the Mulliken charge.
Geometry (Å):
C 0.145 0.059 3.438  -0.656
C -0.540 1.398 3.669  -0.868
H -0.697 -0.651 3.443  0.183
H 0.672 0.079 2.497  0.185
H 0.796 -0.302 4.228  0.379
H 0.143 2.248 3.484  0.268
H -0.892 1.615 4.680  0.331
H -1.329 1.557 2.928  0.194
C -1.223 2.281 -1.527  -1.435
C 0.727 -1.497 -0.861  0.668
C 1.117 -0.636 -1.875  -0.350
C -0.353 -1.106 -0.067  -0.648
C 0.510 0.600 -2.130  -0.786
C -0.926 0.136 -0.218  -0.432
C -0.511 1.000 -1.231  0.895
O 1.162 -2.777 -0.708  -0.523
H 1.909 -0.898 -2.588  0.232
H 1.852 -3.016 -1.338  0.300
H -0.656 -1.807 0.721  0.376
H 0.970 1.328 -2.766  0.350
H -1.756 0.464 0.420  0.292
H -1.852 2.446 -0.633  0.334
H -2.035 2.030 -2.229  0.317
H -0.602 3.101 -1.797  0.396

A cluster of 2 separate species, C9H14O in total in a non-equilibrium geometry. Source: the Open Molecules 2025 dataset; level of theory: the ωB97M-V functional and the def2-TZVPD basis.

Gap between HOMO and LUMO (spin up / spin down) ... 10.054 / 6.113 eV
Total charge ... +1
Multiplicity ... 2
⟨S²⟩ ... 0.767
Energy relative to the best compared isomer or geometry (same formula, charge and spin) ... 53.5 kcal/mol

Each line ends with the Löwdin spin population.
Geometry (Å):
C -1.702 -0.379 0.911  0.036
C -0.095 2.911 -0.387  0.118
C -0.170 2.727 -1.749  0.215
C -0.517 1.840 0.458  0.053
C -1.135 0.732 -0.043  0.246
C -0.263 1.391 -2.232  0.096
C -0.879 0.414 -1.410  0.041
O 0.045 3.758 -2.530  0.166
H 0.176 3.790 0.133  0.002
H -0.524 2.063 1.564  -0.001
H 0.082 1.123 -3.172  0.002
H 0.676 3.361 -3.207  0.004
H -0.999 -0.596 1.752  0.009
H -1.919 -1.295 0.356  0.001
H -1.075 -0.619 -1.747  -0.001
H -2.611 -0.146 1.184  0.011
C 1.556 -2.739 0.518  0.000
C 1.089 -2.535 1.991  0.001
H 1.409 -3.875 0.138  0.000
H 1.282 -1.953 -0.245  0.000
H 2.616 -2.772 0.535  0.000
H 0.742 -3.352 2.536  0.000
H 0.344 -1.727 2.043  0.000
H 1.874 -2.123 2.602  0.000

A cluster of 2 separate species, C9H14O in total in a non-equilibrium geometry. Source: the Open Molecules 2025 dataset; level of theory: the ωB97M-V functional and the def2-TZVPD basis.

Gap between HOMO and LUMO (spin up / spin down) ... 10.229 / 7.151 eV
Total charge ... +1
Multiplicity ... 2
⟨S²⟩ ... 0.767
Energy relative to the best compared isomer or geometry (same formula, charge and spin) ... 5.5 kcal/mol

Each line ends with the Löwdin spin population.
Geometry (Å):
C -0.062 0.294 -3.012  0.050
C 0.640 2.696 -0.219  0.105
C 1.243 1.801 0.716  0.193
C 0.126 2.212 -1.381  0.033
C 0.311 0.841 -1.681  0.261
C 1.311 0.406 0.477  0.086
C 0.792 -0.062 -0.686  0.062
O 1.562 2.350 1.862  0.178
H 0.436 3.711 0.109  0.002
H -0.480 2.880 -1.974  -0.002
H 1.742 -0.216 1.246  0.002
H 1.962 1.696 2.472  0.000
H 0.787 0.317 -3.678  0.020
H -0.944 0.749 -3.449  0.006
H 0.803 -1.102 -0.929  0.000
H -0.332 -0.760 -2.910  0.005
C -1.649 -1.810 2.091  0.000
C -0.812 -2.691 1.168  0.000
H -1.164 -0.863 2.344  0.000
H -2.554 -1.483 1.571  0.000
H -1.964 -2.294 3.012  0.000
H 0.057 -3.144 1.655  0.000
H -0.381 -2.036 0.411  0.000
H -1.429 -3.490 0.786  0.000

A cluster of 2 separate species, C9H14O in total in a non-equilibrium geometry. Source: the Open Molecules 2025 dataset; level of theory: the ωB97M-V functional and the def2-TZVPD basis.

Gap between HOMO and LUMO (spin up / spin down) ... 9.968 / 6.929 eV
Total charge ... +1
Multiplicity ... 2
⟨S²⟩ ... 0.767
Energy relative to the best compared isomer or geometry (same formula, charge and spin) ... 33.7 kcal/mol

Each line ends with the Löwdin spin population.
Geometry (Å):
C 2.634 0.390 -0.926  0.052
C 0.452 -1.035 1.805  0.074
C 1.537 -0.906 0.994  0.052
C -0.590 -0.087 1.939  0.216
C 1.629 0.281 0.168  0.257
C -0.517 1.082 1.156  0.083
C 0.607 1.233 0.385  0.063
O -1.441 -0.300 2.944  0.144
H 0.388 -1.930 2.442  0.000
H 2.469 -1.415 1.180  0.001
H -1.484 0.516 3.505  0.006
H -1.172 1.933 1.084  0.000
H 2.206 0.693 -1.857  0.009
H 3.229 -0.578 -0.940  0.002
H 0.682 2.105 -0.272  0.000
H 3.521 1.034 -0.653  0.025
C -1.742 -0.150 -2.332  0.002
C -1.898 -0.666 -0.900  0.007
H -2.256 -0.605 -3.168  0.001
H -2.010 0.910 -2.370  0.000
H -0.687 -0.113 -2.501  0.000
H -2.244 0.067 -0.183  0.003
H -0.862 -0.865 -0.592  0.002
H -2.451 -1.595 -0.906  0.000

A cluster of 2 separate species, C9H14O2 in total in a non-equilibrium geometry. Source: the Open Molecules 2025 dataset; level of theory: the ωB97M-V functional and the def2-TZVPD basis.

Gap between HOMO and LUMO ... 9.121 eV
Total charge ... 0
SMILES ... Cc1ccc(O)cc1.CCO
Multiplicity ... 1
Energy relative to the best compared isomer or geometry (same formula, charge and spin) ... 27.2 kcal/mol

Each line ends with the Mulliken charge.
Geometry (Å):
C 1.856 -1.049 -3.593  -1.385
C -0.998 -0.384 -0.481  0.749
C -0.126 0.625 -0.793  -0.379
C -0.968 -1.613 -1.159  -0.547
C 0.846 0.380 -1.784  -0.720
C -0.074 -1.798 -2.186  -0.444
C 0.837 -0.778 -2.514  0.608
O -2.060 -0.256 0.397  -0.608
H -2.074 0.643 0.769  0.319
H -0.129 1.572 -0.285  0.373
H -1.569 -2.453 -0.818  0.373
H 1.567 1.153 -2.004  0.309
H -0.072 -2.754 -2.705  0.351
H 1.358 -1.006 -4.572  0.303
H 2.338 -2.028 -3.533  0.327
H 2.620 -0.267 -3.666  0.335
C -0.009 1.242 2.843  0.323
C 0.940 0.567 3.803  -1.276
O -0.660 2.324 3.608  -0.568
H 0.516 1.717 2.024  0.188
H -0.835 0.599 2.584  0.114
H 1.523 -0.178 3.276  0.348
H -1.028 2.977 2.993  0.283
H 0.408 0.112 4.639  0.314
H 1.552 1.338 4.269  0.310

An isolated molecule of C9H14O2 in a non-equilibrium geometry. Source: the Open Molecules 2025 dataset; level of theory: the ωB97M-V functional and the def2-TZVPD basis.

Gap between HOMO and LUMO ... 9.248 eV
Total charge ... 0
SMILES ... C=C1CC[C@H](O)C/C1=C/CO
Multiplicity ... 1
Energy relative to the best compared isomer or geometry (same formula, charge and spin) ... 78.3 kcal/mol

Each line ends with the Mulliken charge.
Geometry (Å):
C 1.224 2.201 0.552  -0.762
C -0.012 1.586 -0.124  -0.312
C -0.640 0.443 0.271  0.511
C -1.684 -0.217 -0.613  -0.926
C -1.079 -1.422 -1.296  -0.019
C -0.259 -2.268 -0.390  -0.461
C -0.410 -1.926 1.071  -1.039
C -0.128 -0.361 1.315  0.762
C 0.650 -0.056 2.393  -1.250
H 2.535 2.456 -0.904  0.314
H 1.864 1.454 1.148  0.361
H 0.890 2.830 1.385  0.283
H -0.331 2.125 -1.068  0.398
H -2.545 -0.560 -0.040  0.384
H -2.027 0.277 -1.553  0.332
H -2.009 -1.925 -1.793  0.310
H 0.263 -0.184 -2.215  0.388
H 0.837 -2.114 -0.712  0.245
H -0.483 -3.374 -0.573  0.274
H 0.395 -2.399 1.595  0.498
H -1.452 -2.098 1.549  0.267
H 1.049 -0.820 3.116  0.268
H 0.633 0.971 2.809  0.319
O 2.017 3.061 -0.304  -0.552
O -0.216 -1.127 -2.424  -0.591

A cluster of 2 separate species, C9H14O2 in total. Source: the Open Molecules 2025 dataset; level of theory: the ωB97M-V functional and the def2-TZVPD basis.

Gap between HOMO and LUMO (spin up / spin down) ... 9.708 / 6.054 eV
Total charge ... +1
Multiplicity ... 2
⟨S²⟩ ... 0.766
Energy relative to the best compared isomer or geometry (same formula, charge and spin) ... 4.6 kcal/mol

Each line ends with the Löwdin spin population.
Geometry (Å):
C -0.515 0.933 -0.740  0.056
C -1.132 2.338 -0.693  0.004
C 0.199 0.487 0.474  0.255
C 0.052 1.117 1.741  0.072
C 1.129 -0.596 0.355  0.039
C 0.671 0.650 2.861  0.088
C 1.713 -1.107 1.463  0.085
C 1.550 -0.450 2.723  0.193
O 2.312 -0.891 3.693  0.166
H -1.263 0.157 -0.966  0.025
H 0.126 0.881 -1.621  0.011
H -1.794 2.486 0.157  0.000
H -0.416 2.093 1.781  0.000
H 1.293 -1.030 -0.625  -0.001
H 0.507 1.152 3.806  0.001
H 2.453 -1.896 1.428  0.001
H 2.017 -0.552 4.555  0.001
H -1.699 2.551 -1.589  0.000
H -0.305 3.050 -0.645  0.000
C -0.864 -2.016 -3.233  0.000
O -1.723 -1.894 -2.088  0.002
H -2.397 -1.230 -2.291  0.000
H -0.764 -1.066 -3.767  0.000
H -1.244 -2.789 -3.900  0.000
H 0.095 -2.379 -2.881  0.000

A cluster of 2 separate species, C9H14S in total in a non-equilibrium geometry. Source: the Open Molecules 2025 dataset; level of theory: the ωB97M-V functional and the def2-TZVPD basis.

Gap between HOMO and LUMO ... 9.293 eV
Total charge ... 0
SMILES ... Cc1ccccc1.CSC
Multiplicity ... 1
Energy relative to the best compared isomer or geometry (same formula, charge and spin) ... 60.5 kcal/mol

Each line ends with the Mulliken charge.
Geometry (Å):
C -2.767 -2.028 -1.898  -0.991
C -3.292 -0.205 0.200  -0.866
S -2.187 -1.401 -0.382  0.039
H -1.886 -2.165 -2.435  0.308
H -3.218 -2.981 -1.809  0.311
H -3.378 -1.439 -2.606  0.324
H -4.337 -0.513 0.256  0.357
H -3.150 0.831 -0.285  0.250
H -3.041 0.011 1.225  0.283
C 1.482 -1.420 1.058  -1.072
C 2.830 1.599 -0.446  -0.088
C 2.728 0.267 -0.371  -0.652
C 2.124 2.680 0.003  -0.735
C 1.677 -0.058 0.637  0.998
C 1.205 2.315 0.988  -0.475
C 0.957 1.024 1.230  -0.393
H 3.687 1.868 -1.203  0.146
H 3.115 -0.445 -1.040  0.381
H 2.407 3.624 -0.152  0.510
H 0.564 3.160 1.217  0.320
H 1.972 -2.216 0.404  0.279
H 0.274 -1.607 1.267  0.106
H 0.375 0.753 2.109  0.343
H 1.859 -1.654 2.035  0.319

A cluster of 2 separate species, C9H14S in total in a non-equilibrium geometry. Source: the Open Molecules 2025 dataset; level of theory: the ωB97M-V functional and the def2-TZVPD basis.

Gap between HOMO and LUMO ... 9.304 eV
Total charge ... 0
SMILES ... Cc1ccccc1.CSC
Multiplicity ... 1
Energy relative to the best compared isomer or geometry (same formula, charge and spin) ... 32.2 kcal/mol

Each line ends with the Mulliken charge.
Geometry (Å):
C 1.097 1.179 2.224  -1.391
C 0.065 -1.095 2.241  -0.630
C 0.024 0.217 1.726  0.817
C -0.931 -1.924 1.762  -0.291
C -1.855 -1.526 0.787  -0.570
C -0.929 0.691 0.835  -0.275
C -1.937 -0.137 0.394  -0.650
H 0.785 -1.248 3.001  0.443
H -1.039 -2.932 2.187  0.306
H 1.451 1.934 1.459  0.254
H 2.005 0.514 2.404  0.378
H -2.605 -2.239 0.470  0.391
H -0.819 1.660 0.386  0.531
H -2.614 -0.182 -0.478  0.325
H 0.652 1.795 2.999  0.369
C -0.215 -0.063 -3.512  -0.780
C 1.647 0.733 -1.489  -0.561
S 0.234 1.399 -2.366  -0.095
H 0.725 -0.354 -4.015  0.267
H -0.736 -0.744 -2.873  0.203
H -0.768 0.299 -4.379  0.332
H 2.113 1.688 -1.223  0.229
H 2.347 0.066 -1.962  0.403
H 1.306 0.270 -0.578  -0.004

A cluster of 2 separate species, C9H14S in total. Source: the Open Molecules 2025 dataset; level of theory: the ωB97M-V functional and the def2-TZVPD basis.

Gap between HOMO and LUMO ... 9.606 eV
Total charge ... 0
SMILES ... Cc1ccccc1.CCS
Multiplicity ... 1
Energy relative to the best compared isomer or geometry (same formula, charge and spin) ... 4.3 kcal/mol

Each line ends with the Mulliken charge.
Geometry (Å):
C 0.988 -1.164 2.872  -1.374
C -0.417 -1.974 0.969  -0.424
C -0.121 -0.977 1.883  0.959
C -1.367 -1.777 -0.025  -0.582
C -2.110 -0.611 -0.030  -0.494
C -0.900 0.175 1.898  -0.439
C -1.865 0.370 0.932  -0.400
H 0.139 -2.902 0.998  0.286
H -1.530 -2.539 -0.771  0.392
H 1.280 -2.206 2.990  0.370
H 0.710 -0.781 3.850  0.363
H -2.989 -0.444 -0.651  0.376
H -0.639 0.966 2.595  0.334
H -2.465 1.270 0.941  0.386
H 1.905 -0.666 2.557  0.256
C 1.268 2.047 -1.897  -0.375
C 0.813 1.413 -3.205  -1.006
S 1.715 0.815 -0.611  -0.185
H 2.182 2.621 -2.015  0.317
H 0.501 2.683 -1.473  0.307
H 1.305 1.865 -4.063  0.294
H 0.923 -0.163 -1.068  0.025
H -0.238 1.646 -3.385  0.281
H 0.911 0.333 -3.291  0.333